Entry 1:
A structure of composition C31H26Cl2NO8SiY in a non-equilibrium geometry. Source: the Open Molecules 2025 dataset; level of theory: wB97M-V/def2-TZVPD.

Each line ends with the natural charge from an NBO analysis.
Geometry (Å):
Y: 0.63306 -0.24296 -0.06478  2.0643
Cl: 2.32236 -3.04793 -3.86725  -0.0098
Cl: 1.02257 -5.16477 -2.27438  -0.0462
Si: -0.53500 -1.78211 1.90639  0.3983
O: 3.45864 1.06557 -3.21004  -0.6699
O: 2.29620 0.16945 1.59995  -0.7878
O: -1.15652 1.13737 -0.86024  -0.8035
O: 2.15287 0.28066 -1.55575  -0.8665
O: 1.60170 -2.49229 -0.76325  -0.6778
O: 3.14554 1.47200 3.24618  -0.6853
O: -2.39045 3.02555 -0.73902  -0.6960
O: -0.21395 -1.69016 -1.77941  -0.7562
N: 0.42166 1.93811 1.07338  -0.5064
C: -4.67272 -2.63886 1.97164  -0.2177
C: -0.87020 3.86679 1.52002  -0.2298
C: 1.02003 3.31368 2.90062  -0.2298
C: -0.60675 2.73182 0.78014  0.1233
C: 2.33836 1.19462 2.36046  0.7557
C: -0.63801 3.09449 -3.35353  -0.2131
C: -2.26771 -2.54015 1.53379  -0.3702
C: 1.95008 -4.29085 4.18665  -0.2487
C: -1.47571 2.28195 -0.39012  0.7782
C: 1.48271 2.24443 -2.63590  -0.0854
C: 0.00980 0.77058 -4.06240  -0.6475
C: -0.45068 4.25810 -2.61877  -0.0111
C: 1.49600 -5.48680 2.15651  -0.2134
C: 1.15069 -3.24227 3.73804  -0.1505
C: 0.73967 4.41196 -1.92203  -0.2450
C: 2.12088 -5.42482 3.39896  -0.2507
C: -1.55295 5.27838 -2.51572  -0.6355
C: 0.70892 -4.42689 1.71481  -0.2071
C: -3.39928 -2.15779 2.26998  -0.2246
C: 2.97768 3.57379 -1.10329  -0.6405
C: 0.91904 -3.47526 -2.85733  -0.2801
C: 1.71372 3.41558 -1.91733  -0.0074
C: -2.48672 -3.42583 0.46643  -0.1477
C: 0.30592 2.07576 -3.36498  0.0202
C: -3.75226 -3.92429 0.16778  -0.2431
C: 1.21958 2.20060 2.10754  0.1272
C: -0.04040 4.15663 2.59571  -0.1733
C: 2.46913 1.11400 -2.49340  0.7900
C: -4.85480 -3.53293 0.92143  -0.2530
C: 0.77406 -2.48210 -1.68864  0.7322
C: 0.50190 -3.28382 2.49747  -0.3740
H: 0.90273 5.31236 -1.33478  0.1896
H: -3.87975 -4.60726 -0.66664  0.1940
H: 3.85579 3.26519 -1.67532  0.2323
H: 1.69836 3.48287 3.72537  0.2378
H: -0.39698 0.04688 -3.35173  0.2597
H: -1.18981 6.20653 -2.06485  0.1905
H: -0.72586 0.91593 -4.85689  0.1954
H: 2.74517 -6.24307 3.74220  0.1885
H: 0.26851 -4.49216 0.72415  0.2056
H: -0.22693 5.03543 3.20235  0.1989
H: -1.65241 -3.72169 -0.16678  0.1940
H: 2.44432 -4.21950 5.15092  0.1905
H: -1.71264 4.48183 1.23567  0.2358
H: -0.84710 -1.20282 3.26831  -0.1951
H: 3.10887 4.60993 -0.78592  0.1960
H: -2.36247 4.88909 -1.88721  0.2583
H: 2.94748 2.94746 -0.20724  0.2298
H: 1.63908 -6.35275 1.51714  0.1929
H: 0.04761 -3.40975 -3.48466  0.2277
H: -3.27551 -1.46920 3.10186  0.2045
H: 1.03150 -2.36322 4.36553  0.1992
H: 0.91154 0.33372 -4.49691  0.2198
H: -5.84417 -3.90859 0.68429  0.1898
H: -1.57853 2.94454 -3.87897  0.1974
H: -5.52469 -2.31669 2.56208  0.1888
H: -1.97279 5.51599 -3.49829  0.1936

Results
E_HOMO: -0.0856 Ha
HOMO-LUMO gap: 6.7078 eV
Largest force on an atom: 1.79 eV/A
Net charge: -2
2S+1: 1


Entry 2:
A structure of composition C31H26CrF5O3 in a non-equilibrium geometry. Source: the Open Molecules 2025 dataset; level of theory: wB97M-V/def2-TZVPD.

Each line ends with the natural charge from an NBO analysis.
Geometry (Å):
Cr: -2.75662 1.68332 0.17752  1.5543
F: 5.47533 -1.16141 -4.13644  -0.3430
F: -3.80961 1.34875 2.02967  -0.3903
F: 1.60324 -5.49304 -2.86885  -0.3207
F: 2.34286 -1.51454 4.93294  -0.3192
F: -2.93411 1.49546 -2.03036  -0.4082
O: -1.12926 1.50508 1.59928  -0.7481
O: -0.83074 0.88853 -0.33259  -0.7426
O: 0.91593 0.81238 1.11632  -0.6629
C: 3.20235 -0.21799 -1.40707  -0.1883
C: -0.35788 1.07614 0.78436  0.9827
C: 2.99351 0.43543 3.71504  -0.2819
C: -3.67214 1.82360 -4.33436  -0.2669
C: -3.65623 -0.90786 4.91440  -0.1921
C: -3.26224 2.18541 -5.64950  -0.1791
C: 1.19613 -4.19284 -2.79840  0.3993
C: 0.91745 0.38022 5.01791  -0.2816
C: 2.11070 -0.21401 4.59333  0.4109
C: -1.91725 2.34196 -5.97768  -0.1957
C: 3.65380 -0.42138 -2.67479  -0.2961
C: 2.76573 1.80628 3.42354  -0.2162
C: 0.32923 -1.58650 -2.54328  -0.2352
C: 4.97200 -0.90521 -2.84058  0.4227
C: 0.63681 -2.29036 -1.40917  -0.1922
C: -2.63665 1.73930 -3.36279  0.3727
C: 3.99418 -0.53612 -0.31559  -0.2268
C: 0.88424 -3.45697 -3.94425  -0.2675
C: -5.88794 -0.00844 4.70796  -0.1794
C: -3.27237 -0.17849 3.80785  -0.2811
C: -1.33701 1.98337 -3.67838  -0.3023
C: -4.13922 0.68382 3.15807  0.3630
C: 5.81847 -1.19478 -1.74192  -0.2802
C: 1.58724 2.37719 3.94321  -0.2688
C: 1.07286 -3.61520 -1.56286  -0.2790
C: 5.28817 -1.02994 -0.50234  -0.1976
C: -5.46077 0.79554 3.63953  -0.2787
C: -0.95518 2.27683 -4.95841  -0.1655
C: 0.66715 1.66958 4.63374  -0.1969
C: 0.43033 -2.13860 -3.81304  -0.2053
C: -4.97036 -0.88836 5.35046  -0.1822
H: -0.56383 1.95017 -2.92507  0.2450
H: 0.02377 -0.55059 -2.54136  0.2041
H: -6.86910 0.03033 5.15766  0.2364
H: 0.26775 -0.23009 5.62767  0.2348
H: 5.96474 -1.38119 0.26269  0.2189
H: 3.48678 2.39355 2.87437  0.2407
H: 0.50946 -1.82215 -0.44431  0.2157
H: 0.04333 2.56026 -5.25683  0.2346
H: -6.21268 1.46903 3.25553  0.2372
H: -2.23104 -0.11562 3.52844  0.2395
H: 3.79848 -0.10418 3.23832  0.2419
H: 1.42120 -4.24498 -0.75761  0.2318
H: -5.24367 -1.51145 6.18918  0.2330
H: 1.06141 -3.88808 -4.91849  0.2320
H: 3.03819 -0.18870 -3.53112  0.2306
H: 6.76722 -1.70578 -1.81349  0.2380
H: 0.25092 -1.57044 -4.71383  0.2177
H: 1.04577 1.21346 1.97880  0.5228
H: -1.62241 2.62407 -6.97762  0.2339
H: 1.32928 3.41656 3.80335  0.2269
H: -4.01283 2.28711 -6.41934  0.2341
H: -2.99368 -1.63319 5.36309  0.2340
H: -4.71369 1.71646 -4.06965  0.2388
H: 3.62521 -0.37243 0.68613  0.2054
H: -0.28470 2.06398 4.95753  0.2239
H: 2.24197 0.23780 -1.21656  0.2142

Results
E_HOMO (alpha / beta): -0.3954 / -0.3954 Ha
HOMO-LUMO gap (alpha / beta): 5.5386 / 6.0785 eV
Largest force on an atom: 6.44 eV/A
Expectation value of S²: 6.04
Net charge: +1
2S+1: 5


Among the records above, which one has the highest largest force on an atom? C31H26CrF5O3


What is the 2S+1 in the second record? 5


The highest net charge belongs to which entry? C31H26CrF5O3


Look up the largest force on an atom of the second one. 6.44 eV/A